C29H16Br2ClF4N9O2Pt | ωB97M-V/def2-TZVPD

Computed properties:
- Energy above the lowest of the compared OMol25 structures with the same formula, charge and spin: 0.000 eV
- Orbital gap (alpha / beta): 6.12 / 6.12 eV
- Charge: +4
- HOMO (alpha / beta): -0.7023 / -0.7023 hartree
- Multiplicity: 1

Geometry (Å):
Pt 0.02831 -1.48167 -0.19554
C 3.59422 0.18851 2.57055
O 2.40236 -0.59061 2.95841
C 1.51792 -0.93052 2.11949
O 1.60719 -0.72616 0.86466
N 0.47124 -1.62684 2.63378
N -0.63675 -1.87369 1.77597
H 4.23139 0.14165 3.44530
H 3.29083 1.21009 2.36434
H 4.06111 -0.27901 1.70901
H 0.29289 -1.54933 3.63606
H -1.40143 -1.23293 2.02622
H -0.95045 -2.83314 1.93808
Br 2.28157 -7.62548 -1.19696
C 1.68905 -5.91377 -0.87671
C 2.47240 -5.00543 -0.15735
C 1.99588 -3.73533 0.05531
N 0.78950 -3.34170 -0.39869
C 0.01072 -4.21036 -1.09691
C 0.43982 -5.49258 -1.34654
C -1.29479 -3.66564 -1.50863
C -2.26695 -4.37735 -2.16764
C -3.49511 -3.76993 -2.46519
Br -4.80880 -4.70570 -3.34692
C -3.69947 -2.44610 -2.06616
C -2.69089 -1.77880 -1.41277
N -1.50986 -2.36989 -1.14794
H 3.44257 -5.28757 0.22889
H 2.58388 -3.00661 0.59533
H -0.17601 -6.18688 -1.90107
H -2.10107 -5.40642 -2.45439
H -4.63643 -1.94183 -2.26097
H -2.81185 -0.75379 -1.09030
F -0.76041 3.61335 4.11320
C -0.88673 4.27139 2.97271
C -0.99890 5.63546 2.98109
F -0.97378 6.25606 4.12401
C -1.13746 6.39217 1.76302
C -1.15293 5.62576 0.54495
C -1.04215 4.26851 0.56770
F -1.06102 3.57713 -0.57730
C -0.90886 3.54469 1.77009
C -0.81822 2.12197 1.74529
C -0.86746 1.27878 0.65785
N -0.91351 0.30724 -0.00023
C -0.70828 1.23753 2.86520
N -0.63822 0.30038 3.53280
F -1.27499 6.22789 -0.60830
C -1.25127 7.77602 1.76140
C -1.23627 8.56199 2.94443
N -1.20444 9.20550 3.89897
C -1.39859 8.54263 0.57198
N -1.53578 9.20722 -0.35766
Cl -0.38805 0.61122 -5.36379
C 0.61855 -0.04188 -4.15760
C 1.98906 -0.19115 -4.35307
C 2.76129 -0.71586 -3.33157
C 2.16085 -1.09231 -2.14586
N 0.83350 -0.95599 -1.97966
C 0.06292 -0.43192 -2.95071
H 2.43871 0.10743 -5.29222
H 3.83030 -0.83583 -3.44216
H 2.73074 -1.49121 -1.32157
H -0.99156 -0.30941 -2.76368

Cartesian forces, eV/Å:
-0.1033 -0.0556 -0.0836
0.0789 -0.0538 -0.0358
-0.0284 0.1921 0.2409
-0.4898 -0.6880 0.1490
-0.1194 0.0723 -0.2836
0.9556 -0.8575 -0.6758
0.3982 0.0134 0.1309
0.0129 -0.0120 -0.0124
-0.0597 -0.0139 -0.0178
0.0194 0.0148 0.0191
-0.1060 -0.0424 -0.2339
0.0378 0.0084 0.1375
-0.0009 0.0156 -0.0287
-0.0018 -0.0126 -0.0058
0.0375 0.0288 0.0330
-0.0098 0.0054 -0.0073
-0.0244 -0.0312 -0.0017
0.1393 -0.0101 0.0658
-0.0133 0.0199 0.0057
-0.0206 -0.0591 -0.0327
0.0158 0.0562 0.0342
-0.0750 -0.0236 -0.0452
0.0440 0.0250 0.0326
-0.0274 -0.0264 -0.0240
0.0356 -0.0128 0.0109
-0.0742 0.0214 -0.0319
0.0580 -0.0192 0.0717
-0.0003 -0.0015 -0.0015
-0.0127 0.0155 0.0099
-0.0185 0.0285 0.0005
0.0091 0.0089 0.0070
0.0033 -0.0005 0.0002
0.0166 -0.0139 0.0028
0.0163 -0.0282 0.0282
-0.0257 0.0450 -0.0487
0.0238 0.0816 0.0544
-0.0068 -0.0453 -0.0162
0.0020 -0.0288 0.0173
-0.0309 0.0347 -0.1477
0.0081 -0.0077 0.0033
0.0148 0.0003 0.1200
0.0068 0.0845 -0.1975
-0.0249 0.0061 0.0796
0.2757 -0.3188 -0.1450
-0.0834 0.3304 0.1479
-0.3582 0.1381 0.0389
-0.5243 1.1390 0.5487
0.0129 -0.0480 0.1074
-0.0391 0.1044 -0.0327
0.0528 -0.1557 0.0405
-0.0257 0.0928 -0.0153
-0.0131 -0.0829 0.0817
0.0110 0.0478 -0.0517
-0.0106 -0.0007 0.0085
-0.0451 -0.0067 0.0197
0.0383 0.0260 -0.0853
-0.0149 -0.0525 0.1483
-0.0089 0.0519 -0.1706
-0.0614 -0.0134 0.0983
0.1669 0.0049 -0.0461
-0.0157 0.0055 -0.0057
0.0013 0.0065 -0.0264
0.0110 -0.0060 0.0106
-0.0294 0.0033 0.0056

=====

C29H18Cl3CrN4OSe | ωB97M-V/def2-TZVPD

Computed properties:
- Energy above the lowest of the compared OMol25 structures with the same formula, charge and spin: 0.859 eV
- Orbital gap (alpha / beta): 6.42 / 6.63 eV
- HOMO (alpha / beta): -0.2743 / -0.2740 hartree
- <S²>: 0.765
- Multiplicity: 2

Geometry (Å):
Cr -0.84153 -0.89118 -0.66825
C -0.74193 3.17710 -1.89588
C -1.06594 2.04216 -1.14820
N -0.26799 0.99371 -1.06484
C 0.92821 1.03642 -1.69940
C 1.37068 2.17002 -2.41420
C 0.47300 3.25263 -2.52966
C 2.66758 2.14649 -2.95821
C 3.45817 1.03921 -2.78191
C 3.00600 -0.10330 -2.11226
C 1.72920 -0.13872 -1.57322
N 1.08153 -1.11327 -0.85463
C 1.68057 -1.87534 0.12116
C 2.90730 -2.51216 0.13394
C 3.33147 -3.20240 1.27654
C 2.56887 -3.26246 2.41269
C 1.31821 -2.61422 2.45108
C 0.47884 -2.57058 3.58357
C -0.70190 -1.87673 3.50823
C -1.06919 -1.25174 2.31299
N -0.31600 -1.28375 1.22997
C 0.87275 -1.94180 1.29408
H -1.46184 3.97710 -1.96377
H -2.00586 1.96945 -0.61532
H 0.75602 4.12424 -3.10190
H 3.01616 3.00492 -3.51205
H 4.46333 1.03871 -3.18098
H 3.65650 -0.95961 -2.05218
H 3.53672 -2.50300 -0.74073
H 4.29173 -3.69643 1.24982
H 2.90714 -3.79888 3.28825
H 0.77936 -3.07824 4.49064
H -1.36677 -1.81937 4.35598
H -2.01530 -0.73580 2.21854
Cl -5.87257 0.29485 -5.58887
C -4.95848 0.12721 -4.13076
C -3.62527 -0.24232 -4.20277
C -2.92130 -0.36100 -3.02311
Cl -1.24966 -0.79907 -3.02796
C -3.46867 -0.14760 -1.73934
O -2.77331 -0.28240 -0.66125
C -4.83217 0.23188 -1.73949
Cl -5.57269 0.53020 -0.21762
C -5.56355 0.36190 -2.90261
H -3.15188 -0.44041 -5.15238
H -6.60440 0.64158 -2.84850
Se -2.01531 -3.07433 -0.59127
C -0.79942 -4.51936 -0.30153
C -0.65363 -5.09817 0.95453
C 0.17305 -6.20159 1.07992
N 0.83699 -6.74419 0.07056
C 0.70476 -6.17944 -1.12083
C -0.08778 -5.07024 -1.36075
H -1.19564 -4.70277 1.80174
H 0.30091 -6.69346 2.03623
H 1.24757 -6.65426 -1.92940
H -0.18275 -4.64956 -2.35094

Cartesian forces, eV/Å:
-0.1345 -0.8479 -0.2441
0.2982 0.2768 -0.2107
0.0011 -0.2701 0.1887
-0.2444 1.3461 -0.0920
0.5344 0.2915 -0.1975
-0.2250 -0.2649 0.1599
-0.2413 -0.2105 0.2709
0.2878 -0.1807 -0.0800
-0.0115 0.5570 -0.2599
-0.5795 -0.4121 0.3564
0.5291 0.5927 -0.3899
-0.9745 -0.3193 -0.3316
0.4049 -0.4401 0.7444
-0.5937 0.4441 -0.3818
-0.0137 -0.2178 0.5015
0.2605 -0.0821 -0.1437
-0.2597 0.2223 -0.2434
-0.2006 0.1826 -0.1936
0.2209 -0.2494 0.3118
0.0004 0.1231 -0.4500
-0.1917 0.0091 0.9735
0.5131 -0.2137 0.2737
-0.0275 0.0959 0.0288
-0.0147 -0.0358 -0.0739
0.0033 0.0700 -0.0528
0.1103 0.0660 -0.0290
0.0135 -0.0201 -0.0541
0.0280 -0.0523 0.0494
0.0342 -0.0291 -0.0389
0.0471 -0.0646 0.0198
0.0596 -0.0234 0.0160
-0.0189 -0.0017 0.0432
-0.0558 0.0225 0.0413
-0.0589 -0.0071 -0.0088
-0.1315 0.0142 -0.1575
0.1691 -0.0575 0.2489
-0.0625 0.0332 0.0368
-0.5969 0.2307 0.4094
0.2798 -0.2882 -1.1452
-0.3089 0.1350 -0.8826
0.8666 -0.2625 1.0763
0.4478 -0.1459 -0.1116
-0.1669 0.0695 0.2577
0.0836 -0.0160 -0.1385
0.0157 0.0203 -0.0509
-0.0511 0.0287 -0.0202
-0.3218 -0.2379 -0.0303
0.0658 0.3194 0.0017
0.0000 0.0184 -0.1500
-0.0864 0.0224 0.1785
0.3003 -0.3228 0.0602
-0.0233 0.0797 -0.2284
-0.0195 -0.0384 0.0924
-0.0125 -0.0050 0.0717
-0.0285 0.0309 0.1391
0.0505 0.0306 -0.0833
0.0299 -0.0161 -0.0781

=====

C29H20AsClF2NPRuS4 | ωB97M-V/def2-TZVPD

Computed properties:
- Orbital gap (alpha / beta): 4.55 / 6.30 eV
- Charge: -1
- HOMO (alpha / beta): -0.0826 / -0.1856 hartree
- <S²>: 8.801
- Multiplicity: 6

Geometry (Å):
Ru -0.72736 1.31144 -1.32863
Cl -2.98316 0.57403 -0.19603
C -2.77700 0.78792 1.52798
C -3.89572 1.12168 2.26765
C -3.77191 1.29520 3.63737
C -2.53835 1.13027 4.24317
C -1.42840 0.79277 3.48165
C -1.52207 0.61208 2.10594
P -0.07932 0.26527 1.04432
C -0.17768 -1.54518 0.82863
C 0.77709 -2.13674 -0.00054
C 0.72112 -3.49438 -0.27213
C -0.29086 -4.27422 0.27237
C -1.24258 -3.69409 1.09789
C -1.18652 -2.33446 1.37672
C 1.34057 0.48268 2.17230
C 1.94876 -0.58626 2.82741
C 3.05438 -0.37141 3.63886
C 3.55803 0.91111 3.80334
C 2.95725 1.98034 3.15216
C 1.85667 1.77033 2.33453
H -4.84501 1.25857 1.76789
H -4.63911 1.57092 4.22297
H -2.43404 1.27408 5.31079
H -0.46336 0.67793 3.95944
H 1.56892 -1.53663 -0.43145
H 1.46270 -3.93720 -0.92526
H -0.33960 -5.33278 0.04876
H -2.03384 -4.29860 1.52392
H -1.93193 -1.88616 2.02133
H 1.56271 -1.58903 2.69383
H 3.52385 -1.20786 4.14169
H 4.42321 1.07566 4.43385
H 3.35204 2.98164 3.26777
H 1.39142 2.60091 1.81522
F -4.07429 -0.40502 -5.16958
C -2.82278 -0.41963 -4.64409
C -2.53676 0.36090 -3.54475
C -1.25411 0.31492 -3.00338
C -0.24655 -0.49287 -3.58155
C -0.61349 -1.25188 -4.68782
F 0.30165 -2.04826 -5.29603
C -1.87966 -1.23699 -5.23336
C 1.05448 -0.43347 -2.94159
C 2.13071 -1.27650 -3.13780
C 3.30418 -1.11943 -2.39969
C 3.37142 -0.03122 -1.47551
C 2.29202 0.77216 -1.30686
N 1.10674 0.59139 -1.98432
H -3.30063 1.01094 -3.13573
H -2.11637 -1.83794 -6.09993
H 2.05043 -2.06971 -3.86674
H 4.14450 -1.78291 -2.54785
H 4.27717 0.18312 -0.92270
H 2.32277 1.62329 -0.63594
S 1.54128 5.57897 -1.24297
As -0.37655 4.62696 -1.27029
S -0.78155 3.31965 0.39950
S -0.77229 3.24187 -2.87818
S -1.31322 6.53183 -1.25852

Cartesian forces, eV/Å:
0.0424 0.5852 -0.1315
-0.1451 -0.1192 0.0778
0.0114 0.0140 0.0321
-0.0584 0.0116 -0.0532
-0.0484 0.0074 -0.0521
0.1053 -0.0168 0.0314
0.0189 0.0233 0.1322
-0.0364 0.0633 -0.0489
0.1235 -0.2482 0.0754
-0.0623 -0.0305 0.0444
-0.0272 -0.0187 0.0070
-0.0048 -0.0018 -0.0077
0.0075 -0.0094 0.0039
-0.0007 0.0281 -0.0012
0.0402 -0.0004 -0.0304
-0.0130 -0.0042 0.0121
0.0041 0.0038 0.0031
-0.0207 0.0034 -0.0123
0.0073 0.0081 0.0073
-0.0126 -0.0171 -0.0131
-0.0068 -0.0231 0.0054
0.0050 0.0028 0.0100
-0.0023 -0.0034 -0.0072
0.0126 -0.0077 -0.0048
-0.0158 0.0050 0.0003
-0.0002 -0.0079 -0.0169
0.0056 0.0206 0.0018
-0.0035 0.0027 0.0013
-0.0002 0.0088 0.0008
-0.0231 -0.0231 0.0101
0.0144 -0.0038 0.0207
-0.0058 -0.0054 -0.0073
-0.0040 0.0047 -0.0046
-0.0054 0.0013 0.0007
0.0158 0.0158 -0.0035
-0.0065 0.0045 0.0027
-0.0450 0.0427 0.0288
0.1018 0.0081 -0.0461
-0.2017 -0.1733 -0.0002
0.0100 0.0561 0.1126
-0.0537 -0.0304 -0.0466
0.0040 0.0036 -0.0142
0.0553 -0.0698 -0.0694
-0.1365 0.0760 0.0612
0.2235 -0.0253 0.1041
-0.1300 0.1170 0.0020
0.1589 -0.1803 -0.1195
-0.3352 0.0441 -0.0844
0.6078 -0.1735 0.0487
-0.0161 -0.0065 -0.0032
0.0082 -0.0013 0.0112
-0.0073 0.0168 -0.0003
0.0053 0.0078 0.0040
-0.0027 -0.0173 -0.0035
-0.0510 -0.0050 0.0036
-0.1440 -0.0497 -0.0466
0.1620 -0.0057 0.1878
-0.0071 -0.0231 -0.0781
-0.1192 0.1196 -0.0898
0.0016 -0.0042 -0.0478

=====

C29H20BrCrN3O2Se | ωB97M-V/def2-TZVPD

Computed properties:
- Orbital gap (alpha / beta): 6.63 / 6.70 eV
- Charge: -1
- HOMO (alpha / beta): -0.1519 / -0.1612 hartree
- <S²>: 3.817
- Multiplicity: 4

Geometry (Å):
Cr 0.37287 -0.83217 -0.89790
O 2.14258 -1.01814 -0.28454
C 2.88674 -0.27801 0.58475
C 4.35137 -0.42010 0.57322
C 5.19092 0.47037 1.25678
C 4.66495 1.41365 2.11064
C 3.28113 1.56764 2.16187
C 2.36535 0.80495 1.43010
C 1.05330 1.28870 1.33945
N 0.17350 0.77020 0.46299
N -0.96444 1.43760 0.47595
C -1.85794 0.88156 -0.39560
O -1.64521 -0.15989 -1.05927
C -3.21407 1.62503 -0.47704
C -3.41100 2.88463 0.19536
C -4.67457 3.46237 0.25230
C -5.76873 2.87342 -0.37132
C -5.60013 1.63039 -0.95093
C -4.38411 1.03261 -1.07092
H 4.83574 -1.14467 -0.05286
H 6.30822 0.45346 1.26056
H 5.36902 1.89431 2.78595
H 2.85435 2.24376 2.95093
H 0.66771 2.06936 1.95688
H -2.54770 3.43130 0.48374
H -4.76699 4.45060 0.72867
H -6.67344 3.46885 -0.64175
H -6.43023 1.10919 -1.44897
H -4.24909 0.13047 -1.58152
Br -0.07195 -2.72862 -2.71919
C 0.20498 -4.00091 -1.34467
C 0.58234 -5.31059 -1.70998
C 0.51463 -6.36782 -0.75732
C 0.06232 -6.08082 0.45392
C -0.24252 -4.78573 0.88610
C -0.65253 -4.47762 2.17137
C -1.20795 -3.20499 2.45297
C -1.06830 -2.11422 1.59062
C -0.36639 -2.31949 0.42823
C -0.16204 -3.63069 0.00018
H 0.80272 -5.48517 -2.83807
H 0.61975 -7.37509 -1.02179
H 0.11768 -6.73898 1.31044
H -0.82640 -5.24214 2.92080
H -1.58925 -3.04493 3.43138
H -1.32025 -1.07032 1.85617
Se 1.20560 0.71194 -3.07036
C 1.12702 2.28617 -2.14346
C 0.17855 3.27615 -2.34513
C 0.41487 4.50326 -1.77677
N 1.48304 4.80050 -0.97533
C 2.38031 3.85400 -0.83111
C 2.32409 2.59280 -1.45627
H -0.74145 3.05056 -2.91673
H -0.27996 5.29088 -2.05407
H 3.09659 4.17791 -0.05358
H 3.08443 1.89251 -1.26583

Cartesian forces, eV/Å:
-1.3016 1.7444 0.9806
1.8994 0.9278 1.8985
0.6245 0.1909 -1.0516
-1.1271 0.9237 0.1295
0.2585 -0.8532 -0.0204
-0.8238 0.1389 0.4416
0.2582 0.4783 1.8903
2.1744 -1.3093 -1.3017
-2.5051 -2.4179 -2.3685
3.2331 0.2196 1.6443
-3.8014 -0.0544 -1.6783
0.1926 2.2275 1.5185
0.4519 -0.7403 -0.8045
-0.9123 0.2764 0.6783
-0.2258 -1.8762 -1.4464
0.1878 0.7613 -0.0606
-0.3780 0.7464 -0.4282
-1.2917 -0.2920 -1.1172
2.8859 1.1126 1.8222
-0.3165 -0.3910 -0.3492
-1.0536 -0.5975 -0.4987
-0.4767 0.4464 -0.1331
0.3893 -0.3602 -1.0760
0.0036 0.6028 0.2605
0.5560 0.1814 0.7075
-0.0160 -0.4529 -0.3623
0.5631 -0.6830 0.9567
0.1534 0.4991 0.2305
0.0432 -1.3334 -0.6324
0.4451 0.3971 0.1747
0.3981 -2.2061 0.3950
-0.5852 1.4427 -1.8539
-0.2239 1.2337 -1.6981
0.3503 0.3768 2.7299
0.0368 2.3599 -0.9844
-2.1515 1.4143 1.0833
1.2473 -1.2218 -0.0923
0.9216 0.4230 0.0223
-0.3986 1.1330 -1.6562
0.8411 -2.2639 -0.5428
-0.3416 0.1252 2.2540
0.7082 -1.2162 -0.5946
-0.3586 -0.8560 -0.3471
0.3463 -0.1576 -0.0432
-0.5046 0.0521 0.7185
-0.1051 -0.8260 0.1341
-0.9028 -2.3747 -0.4808
2.3387 0.6628 0.0577
-0.5429 -0.2019 0.1874
0.5428 0.4573 0.2015
-2.1086 0.5220 -1.3748
0.4304 -0.5080 0.8731
-1.9181 2.2566 0.9820
0.6996 0.2773 0.3230
0.0993 0.2899 0.5252
0.3454 -0.8168 -0.7395
0.7448 -0.8906 -0.0839

=====

Values for strongest force on any atom, eV/Å, ordered as above
1.45, 1.41, 0.63, 4.21
Values for calculated total energy, eV, ordered as above
-214518.2139, -169709.4539, -165896.8174, -202773.9471